(1)
The following is a quantum chemistry calculation of a cluster of 2 separate species, C12H27BF4N3O4P in total, from OMol25.

Cartesian coordinates (Å):
C: 2.8556 -1.0265 1.1366
H: -3.9027 2.1241 -2.2139
H: -1.9532 0.4104 -4.9444
H: -3.3638 0.8120 -3.9692
H: 0.7885 0.9127 -3.3939
H: -1.5368 5.7579 0.3137
O: 0.0646 0.7672 -2.7695
C: -0.2554 -0.1458 0.2904
H: -1.2307 -0.4315 -0.1043
H: 0.4322 -0.1193 -0.5493
H: -1.0523 -2.2168 2.7605
H: 0.4113 -0.5368 2.2900
H: 3.9074 -2.7482 0.4085
C: -3.3935 1.7672 -1.3138
H: -1.7726 -2.0091 1.1696
C: 2.7879 0.4794 0.8612
H: 0.7446 2.0596 -0.5836
O: -3.5423 -0.6394 -1.4527
O: -4.8394 0.4528 0.0173
C: 3.9145 -1.6692 0.2449
H: 2.3508 0.6611 -0.1323
C: -3.9077 0.3751 -0.9463
H: 1.6316 -2.7082 1.5076
H: 4.9052 -1.2485 0.4260
N: -1.9259 1.7437 -1.4595
H: -3.6665 2.4292 -0.4939
F: 3.8148 -3.6185 2.9973
H: 2.1943 1.0258 1.5973
H: -4.9033 -0.4096 0.4576
B: 3.0715 -4.7653 2.6286
H: -2.4502 4.1618 -0.9951
H: 3.7950 0.9017 0.8311
F: 3.4629 -5.1609 1.3329
C: -2.3250 0.4830 -3.9179
H: 3.6788 -1.4988 -0.8148
C: -0.8283 -2.1882 1.6937
F: 3.2686 -5.7946 3.5441
H: -0.4759 -3.1812 1.4156
C: 1.5402 -1.7902 0.9335
O: -0.3478 1.1948 0.8635
H: -2.2654 -0.4935 -3.4405
N: -0.0638 2.2673 0.0041
N: -1.6342 3.8484 -0.4878
C: 0.2350 -1.1067 1.3738
H: -1.0919 4.4667 1.4493
F: 1.6902 -4.4112 2.5987
H: 0.0371 4.9597 0.1622
P: -1.2404 1.6899 -3.1302
C: -1.0056 4.8160 0.4230
C: -1.2308 2.6234 -0.6732
H: 1.4506 -2.0948 -0.1189
H: 3.1719 -1.1782 2.1726

Its HOMO energy is -9.52 eV. Its net charge is 0. Its gap between HOMO and LUMO is 7.37 eV.

(2)
The following is a quantum chemistry calculation of a structure of composition C12H27BI2N2O5P2, from OMol25.

Cartesian coordinates (Å):
H: -5.1375 -1.4689 0.6568
H: 4.2325 2.9110 -3.9527
N: 3.6279 0.9037 -3.7972
H: -1.7792 -2.7277 4.7882
P: 1.1215 0.3869 0.4487
H: 2.7119 1.0071 -3.3872
H: 4.8134 2.0680 -2.5101
H: 5.5237 1.7185 -4.0852
H: -4.1346 1.3015 1.4559
C: 1.2041 3.3836 3.5237
C: 4.5947 1.9538 -3.5734
H: 0.3594 4.0035 3.2175
O: 2.8376 -1.0396 -4.5728
O: -3.1506 -0.9703 0.9941
H: 2.1199 3.9394 3.3022
H: -0.1424 0.7226 -3.1144
H: -1.0015 -0.0951 1.6189
C: -4.4784 -0.6058 0.5413
H: -0.6645 -1.4023 -0.8390
C: 1.1936 2.0796 2.7787
H: 5.3027 0.2900 -5.9260
P: -2.4304 -2.2594 0.3734
H: 1.1501 3.2313 4.5987
C: -1.6555 -2.4838 3.7313
H: -0.7104 -2.9167 3.3951
H: -3.1136 -4.0319 3.3215
H: 5.9020 -0.5332 -4.4842
H: 0.2599 -1.2273 2.0521
H: -4.4173 -0.3733 -0.5228
I: 1.0053 3.6796 0.3205
H: -1.6228 1.3805 -0.0409
H: -0.1209 -2.6524 0.2616
H: -5.2399 0.2689 2.3698
H: -1.5877 -1.3980 3.6402
C: 1.0316 1.9081 1.4694
H: 5.0083 -1.4484 -5.7153
O: -2.4543 -3.3110 1.5659
H: -3.6715 -2.3969 2.9500
O: -1.3172 1.3108 -0.9506
N: 0.5502 0.8296 -2.3791
C: -2.8056 -3.0627 2.9319
C: -4.9407 0.5710 1.3653
O: -3.0145 -2.7763 -0.8637
C: -0.7152 -1.7365 0.2011
C: 3.7620 -0.2434 -4.5087
H: -5.7897 1.0601 0.8849
C: 5.0814 -0.4949 -5.2017
C: -0.1905 -0.7046 1.2123
H: 1.2508 0.1015 -2.4727
I: 1.6529 0.4305 4.0010
B: -0.0107 0.9193 -1.0741

Its HOMO energy is -8.51 eV. Its net charge is 0. Its gap between HOMO and LUMO is 8.44 eV.

(3)
The following is a quantum chemistry calculation of a structure of composition C12H27BN4NaOV, from OMol25.

Cartesian coordinates (Å):
C: -1.4155 -3.7754 -1.2883
H: 0.6500 4.9002 -1.0430
H: -0.1290 4.3841 1.2561
H: -0.0931 1.2274 4.7966
H: 1.6946 -2.2342 -1.5016
H: 0.9239 -0.5506 4.7182
H: -1.1276 -0.5573 4.7648
H: -2.2408 -3.8673 -0.5698
H: -1.4898 0.6820 -2.2428
C: -1.3054 1.6423 -1.7104
H: -0.7330 -3.2666 1.2802
H: 0.4915 -2.5995 -2.7788
H: 0.4557 -4.3695 0.5225
H: -0.6001 2.7857 1.7508
H: -1.7991 -3.4604 -2.2799
V: 0.5455 -0.0107 -0.0517
H: 2.0651 3.7464 0.3603
B: -0.1180 0.0510 4.4454
C: 0.1887 2.9407 -0.3151
N: 2.3141 -0.2935 -0.2162
C: 1.6363 2.7890 0.0704
H: -2.5667 -1.2802 -1.6122
C: 2.5535 -1.3081 0.6677
C: 0.1380 -3.3184 0.6047
H: 1.2065 -3.9516 -1.8438
N: -0.2096 1.6134 -0.8553
C: 0.8581 -2.9033 -1.7824
H: -0.8935 4.3571 -1.6299
H: -2.3416 2.0350 -1.4420
C: 0.1241 4.0111 -1.3853
H: -1.6289 3.7614 0.6656
H: 0.9654 -2.7170 1.0316
C: -2.0895 -1.1829 -0.5915
N: 0.0214 0.0445 1.7499
O: 3.7187 -1.8554 0.9491
H: 1.7611 2.0764 0.8962
C: -0.5901 3.4635 0.8936
Na: 4.3786 -0.3721 -0.6099
H: -2.6232 -1.9570 0.0420
H: -0.9575 -4.7751 -1.3967
H: -2.3781 -0.1849 -0.1774
H: -1.0435 2.3781 -2.5253
H: 0.5965 3.6809 -2.2984
C: -0.2936 -2.8401 -0.7883
C: -0.1032 0.0598 2.9159
N: -0.6934 -1.3986 -0.6462
H: 2.1766 2.3997 -0.7993

Its HOMO energy (alpha / beta) is -15.65 / -15.65 eV. Its net charge is +2. Its gap between HOMO and LUMO (alpha / beta) is 5.01 / 5.02 eV. The relative energy (zero: lowest compared OMol25 entry of this formula, charge and spin) comes out at 66.8 kcal per mole.

(4)
The following is a quantum chemistry calculation of a structure of composition C12H27ClIN2OP2Pd, from OMol25.

Cartesian coordinates (Å):
C: 1.0949 1.0634 3.0431
H: -1.7572 5.0642 0.4257
H: -3.2448 2.9048 1.1909
O: -0.0372 -5.9932 -0.4526
C: -2.7551 2.5692 0.2637
P: -0.1887 0.2392 -2.2694
C: 0.9508 1.5074 -2.8996
H: 1.2440 -1.6449 -2.6658
N: -1.0598 4.3279 0.3524
C: 0.2973 -1.2991 -3.0927
H: 0.4014 -1.1222 -4.1690
Cl: 2.4014 -0.8048 -0.1192
H: -1.7623 0.8565 -3.9927
C: 0.4462 -1.7439 2.8462
C: 0.3178 4.4772 0.3283
H: -0.3301 -2.4705 2.5861
C: -1.3495 3.0105 0.2608
C: 2.3257 -6.6370 -0.5598
H: 1.8815 2.9112 0.1704
H: 1.3692 -2.0176 2.3251
H: -2.5504 -0.0220 -2.6470
C: 1.1376 -5.7438 -0.4625
H: 0.6053 -1.7289 3.9302
H: 1.0473 1.4132 -3.9864
H: 0.7025 2.0824 2.9664
Pd: 0.1914 0.1645 0.0080
H: -2.7968 1.4741 0.1818
H: -1.9890 1.3035 2.7853
H: -2.4180 -0.4288 2.7350
C: 0.8429 3.2249 0.2207
C: -1.6637 0.2940 3.0671
H: 1.9248 1.3659 -2.4218
H: -3.2905 3.0386 -0.5760
H: 0.5678 2.5027 -2.6530
C: -1.8098 0.7449 -2.9024
H: -1.5628 0.2398 4.1581
H: -0.4684 -2.0584 -2.9048
H: 2.9056 -6.3761 -1.4527
H: 0.8165 5.4246 0.3865
H: -2.1163 1.6993 -2.4557
H: 1.9983 -7.6814 -0.6276
H: 2.0442 0.9997 2.5031
N: -0.2150 2.3220 0.1799
P: -0.0768 -0.1026 2.2869
H: 2.9536 -6.5067 0.3292
H: 1.2440 0.8089 4.0977
I: 1.7302 -3.6525 -0.3181

Its HOMO energy (alpha / beta) is -17.90 / -17.93 eV. Its net charge is +3. As for the spin multiplicity: 5. Its gap between HOMO and LUMO (alpha / beta) is 8.97 / 4.68 eV.

(5)
The following is a quantum chemistry calculation of a structure of composition C12H27ClIrNO2P2, from OMol25.

Cartesian coordinates (Å):
H: -4.5964 0.2582 0.4563
C: -2.1740 0.1389 -1.4189
H: -0.3385 0.0897 3.4954
H: 0.2363 2.4158 -4.6272
P: -2.2333 -0.3424 0.2906
C: 2.1795 2.2920 2.7217
C: -0.8756 1.1898 -3.2592
H: 4.2541 1.2816 0.6410
H: -3.6888 0.3529 2.0120
O: -0.4785 -4.5376 -3.7980
H: 0.8154 -0.9919 0.6200
H: -2.9678 -0.1169 -2.1124
C: -1.0602 0.8308 -1.8979
H: -3.0617 -2.2830 1.4584
Cl: -0.5722 -2.1783 2.8736
C: 0.1434 -0.5313 2.7297
H: 3.2833 0.0400 -0.2063
H: -1.5307 0.7140 -3.9885
C: 3.4128 0.5822 0.7367
N: -0.1119 1.2711 -0.9830
H: 1.6474 3.4314 -2.7863
H: 1.4234 -5.9671 0.6016
C: -2.6899 -2.0986 0.4425
H: -1.8262 -2.7460 0.2474
H: 0.6199 -4.9795 1.3945
H: -3.4777 -2.3030 -0.2931
P: 1.8770 1.4608 1.1505
H: 0.3225 -3.9965 -3.6673
H: 2.6881 2.9370 -0.6060
C: 0.7666 2.2386 -1.2733
C: 1.6961 2.7367 -0.1830
H: 1.2140 -0.6642 2.9464
Ir: -0.1164 0.3795 0.9344
H: -1.1532 -3.9371 -4.1319
C: -3.6609 0.5741 0.9402
H: -3.5032 1.6467 0.7749
H: 2.3252 1.5339 3.4998
H: 1.3484 3.6736 0.2807
H: 0.9943 -0.5472 -0.0670
O: 0.7443 -5.9424 1.2777
H: 3.6365 -0.1346 1.5361
C: 0.0866 2.1246 -3.5898
H: 1.3166 2.9087 2.9954
H: -0.8727 1.5853 1.7597
C: 0.8833 2.6857 -2.5878
H: 3.0747 2.9239 2.6596

Its HOMO energy (alpha / beta) is -6.73 / -12.16 eV. Its net charge is +1. As for the spin multiplicity: 6. Its gap between HOMO and LUMO (alpha / beta) is 3.99 / 4.84 eV.

| no. | maximum force (eV/Å) |
| --- | --- |
| 1 | 0.53 |
| 2 | 1.01 |
| 3 | 10.75 |
| 4 | 3.30 |
| 5 | 4.38 |